[1]
17
Properties=species:S:1:pos:R:3:lowdin_spin:R:1 method="wB97M-V/def2-TZVPD" spin_multiplicity=3 homo_ha="-0.2609 / -0.3469" de_lowest_kcal_mol=0.0 s_squared=2.020
C 1.439 1.935 1.578 0.09
C -0.943 -1.239 -2.103 -0.02
C -0.086 -0.172 -2.314 0.03
C -1.283 -1.642 -0.822 0.03
C 0.431 0.545 -1.234 0.09
C -0.770 -0.948 0.266 0.09
C 0.054 0.106 -0.005 0.67
C 0.307 1.296 2.070 0.52
N 2.389 2.408 1.131 0.20
S 0.441 0.061 3.299 0.23
H -1.361 -1.763 -2.951 0.00
H 0.173 0.122 -3.321 0.01
H -1.955 -2.471 -0.657 0.01
H 1.091 1.386 -1.376 0.01
H -1.018 -1.230 1.280 0.01
H -0.647 1.794 2.037 0.01
H 1.738 -0.188 3.121 0.01



[2]
75
Properties=species:S:1:pos:R:3:mulliken_charge:R:1 method="wB97M-V/def2-TZVPD" spin_multiplicity=1 homo_ha=-0.2791 smiles="C#CCN1C(=O)c2c(NCCC)c(P(C)O)c([C@@H](F)CC)c(P(CC)CC)c2C1=O.CCOC(=O)C(F)(F)F"
C -1.263 6.070 -0.932 0.28
C -0.822 4.971 -0.858 -1.10
C -0.195 3.680 -0.663 -0.26
N -0.667 2.664 -1.715 0.11
C 0.422 1.847 -2.135 -0.33
O 1.357 2.266 -2.748 -0.54
C 0.119 0.453 -1.681 0.99
C 0.880 -0.717 -1.783 -0.75
N 2.189 -0.761 -2.362 0.11
C 3.194 0.196 -1.852 -0.51
C 4.042 0.707 -3.022 -0.66
C 4.753 2.017 -2.699 -1.36
C 0.325 -1.929 -1.319 0.38
P 1.335 -3.497 -1.473 0.31
C 2.950 -3.023 -0.742 -0.82
O 1.673 -3.672 -3.091 -0.59
C -0.974 -1.940 -0.768 -0.21
C -1.643 -3.238 -0.366 0.19
F -1.622 -4.058 -1.524 -0.42
C -1.034 -4.054 0.779 -1.10
C -0.176 -3.292 1.783 -0.57
C -1.710 -0.744 -0.596 0.99
P -3.347 -0.570 0.212 0.15
C -4.719 -0.671 -1.010 -0.60
C -4.293 -0.252 -2.424 -1.18
C -3.615 -1.758 1.592 0.21
C -4.851 -1.273 2.368 -1.55
C -1.120 0.428 -1.086 -0.35
C -1.675 1.846 -1.132 -0.55
O -2.742 2.241 -0.779 -0.50
H -1.694 7.026 -1.090 0.48
H -0.489 3.299 0.313 0.34
H 0.882 3.754 -0.766 0.43
H 2.116 -0.687 -3.368 0.24
H 2.771 1.023 -1.299 0.05
H 3.879 -0.376 -1.229 0.56
H 3.407 0.870 -3.889 0.32
H 4.772 -0.065 -3.258 0.50
H 5.167 2.006 -1.692 0.33
H 5.582 2.149 -3.392 0.41
H 4.090 2.868 -2.811 0.27
H 3.436 -3.903 -0.340 0.50
H 2.794 -2.275 0.030 0.02
H 3.563 -2.564 -1.513 0.23
H 0.837 -3.564 -3.561 0.35
H -2.695 -3.084 -0.181 0.32
H -1.846 -4.514 1.343 0.36
H -0.449 -4.855 0.346 0.58
H -0.756 -2.725 2.509 0.21
H 0.387 -4.023 2.362 0.41
H 0.558 -2.636 1.326 -0.22
H -5.238 -1.630 -1.018 0.54
H -5.452 0.061 -0.682 0.44
H -3.301 -0.621 -2.680 0.24
H -4.991 -0.650 -3.156 0.40
H -4.269 0.830 -2.491 0.28
H -3.839 -2.781 1.288 0.41
H -2.733 -1.723 2.225 0.04
H -5.017 -1.910 3.232 0.45
H -5.718 -1.420 1.727 0.33
H -4.749 -0.230 2.649 0.44
C 0.832 3.798 4.452 -1.12
C 1.433 2.511 4.974 -0.23
O 1.325 1.455 3.999 -0.29
C 2.251 1.439 3.053 -0.14
O 3.162 2.202 2.924 -0.53
C 2.012 0.240 2.120 1.28
F 0.717 0.126 1.796 -0.16
F 2.393 -0.900 2.714 -0.31
F 2.706 0.374 0.991 -0.20
H -0.200 3.637 4.138 0.31
H 0.849 4.563 5.228 0.39
H 1.386 4.169 3.590 0.31
H 0.885 2.158 5.845 0.33
H 2.474 2.641 5.267 0.33



[3]
15
Properties=species:S:1:pos:R:3:mulliken_charge:R:1 method="wB97M-V/def2-TZVPD" spin_multiplicity=1 homo_ha=-0.3393 de_lowest_kcal_mol=38.3 smiles="[SeH2].C=CCC"
Se -1.810 1.848 2.411 -0.17
H -2.236 3.203 2.772 0.10
H -1.206 2.377 1.206 0.10
C 2.011 0.274 0.428 -0.78
C 0.855 0.665 -0.108 -0.03
C -0.343 -0.219 -0.394 -0.22
C 0.019 -1.607 -0.912 -1.16
H 2.892 0.947 0.591 0.26
H 1.973 -0.798 0.787 0.17
H 0.627 1.656 -0.475 0.39
H -0.956 -0.319 0.606 0.09
H -1.010 0.306 -1.048 0.32
H -0.609 -2.391 -0.888 0.42
H 0.291 -1.458 -1.969 0.26
H 0.904 -1.884 -0.397 0.25



[4]
33
Properties=species:S:1:pos:R:3:mulliken_charge:R:1 method="wB97M-V/def2-TZVPD" spin_multiplicity=1 homo_ha=-0.3210 de_lowest_kcal_mol=32.8 smiles="C=C[Si@@](NC)(c1ccccc1)C(C)C"
C -0.730 -2.479 1.987 -0.56
C -1.470 -1.413 1.734 -0.42
Si -0.978 0.013 0.605 -0.01
N -1.524 1.442 1.401 -0.06
C -1.814 2.715 0.780 -0.90
C 1.274 -0.033 0.347 0.09
C 1.918 -1.073 -0.300 0.03
C 3.292 -1.044 -0.479 -0.68
C 4.030 0.030 -0.009 -0.43
C 3.393 1.069 0.648 -0.47
C 2.018 1.036 0.820 -0.35
C -1.720 -0.104 -1.159 0.54
C -1.848 -1.557 -1.616 -1.56
C -0.910 0.686 -2.188 -1.47
H -1.070 -3.287 2.621 0.28
H 0.255 -2.591 1.569 0.20
H -2.451 -1.352 2.191 0.36
H -1.219 1.554 2.358 0.23
H -2.499 3.286 1.410 0.35
H -0.916 3.319 0.609 0.26
H -2.296 2.541 -0.180 0.26
H 1.352 -1.916 -0.674 0.24
H 3.790 -1.857 -0.990 0.38
H 5.100 0.057 -0.157 0.37
H 3.966 1.906 1.023 0.37
H 1.527 1.855 1.328 0.31
H -2.730 0.321 -1.130 0.45
H -0.863 -1.999 -1.746 0.26
H -2.390 -2.153 -0.887 0.41
H -2.372 -1.618 -2.568 0.44
H 0.082 0.258 -2.301 0.32
H -0.794 1.722 -1.889 0.32
H -1.404 0.667 -3.159 0.45



[5]
18
Properties=species:S:1:pos:R:3:mulliken_charge:R:1 method="wB97M-V/def2-TZVPD" spin_multiplicity=1 homo_ha=-0.1088 charge=-1 de_lowest_kcal_mol=32.7
O -3.049 0.214 0.749 -0.66
C -1.837 -0.008 0.756 -0.01
N -1.057 0.627 -0.158 -0.14
C 0.444 0.526 -0.156 0.38
C 1.010 -0.483 0.813 -1.32
S 2.753 -0.948 0.322 -0.57
C 0.987 1.919 0.272 -1.22
H -1.399 -0.716 1.476 0.35
H -1.600 1.079 -0.879 0.23
H 0.725 0.340 -1.188 0.30
H 0.412 -1.404 0.866 0.36
H 1.011 -0.173 1.864 0.39
H 1.473 2.394 -0.601 0.26
H 0.212 2.540 0.664 0.39
H 1.892 1.804 0.895 0.27
H -1.393 -2.784 -1.771 0.32
H -0.045 -2.148 -1.687 0.35
O -0.540 -2.779 -2.239 -0.69



[6]
30
Properties=species:S:1:pos:R:3:lowdin_spin:R:1 method="wB97M-V/def2-TZVPD" spin_multiplicity=3 homo_ha="-0.1981 / -0.3276" s_squared=2.006
C 0.453 -0.671 2.088 0.01
C 1.811 -0.374 1.447 0.02
C -0.461 -1.335 1.049 0.08
C 1.603 0.421 0.146 0.10
C -1.931 -1.294 1.452 0.02
C 2.809 0.353 -0.784 0.01
C -0.243 -0.368 -3.305 0.02
C -2.290 2.624 0.371 0.12
N -0.302 -1.069 -2.035 0.15
O -1.388 2.414 -0.605 0.87
Si -0.007 -0.360 -0.522 0.46
H 0.572 -1.302 2.970 0.00
H -0.003 0.269 2.406 0.00
H 2.450 0.174 2.140 0.00
H 2.311 -1.318 1.214 0.00
H -0.160 -2.385 0.943 0.01
H 1.421 1.469 0.399 0.01
H -2.550 -1.800 0.717 0.00
H -2.273 -0.268 1.530 0.01
H -2.076 -1.780 2.414 0.00
H 2.633 0.946 -1.678 0.00
H 3.013 -0.672 -1.086 0.00
H 3.695 0.742 -0.282 0.00
H 0.640 -0.667 -3.869 0.00
H -1.131 -0.585 -3.898 0.00
H -0.209 0.700 -3.119 0.01
H -1.892 2.433 1.393 0.01
H -3.215 2.022 0.256 0.02
H -2.603 3.684 0.364 0.06
H -0.679 -2.002 -2.113 0.01



[7]
10
Properties=species:S:1:pos:R:3:mulliken_charge:R:1 method="wB97M-V/def2-TZVPD" spin_multiplicity=1 homo_ha=-0.3329 de_lowest_kcal_mol=24.3 smiles="[H]/N=N/[H].NN"
H 0.426 -0.285 -1.660 0.28
N -0.291 0.244 -2.277 -0.27
N -1.451 0.083 -1.885 -0.30
H -1.944 0.560 -2.691 0.28
N 0.530 0.459 1.875 -0.53
N 0.599 -0.361 0.711 -0.36
H 1.397 1.038 2.197 0.23
H 0.304 -0.092 2.686 0.20
H 0.647 -1.383 0.893 0.19
H -0.218 -0.264 0.149 0.28



[8]
125
Properties=species:S:1:pos:R:3:mulliken_charge:R:1 method="wB97M-V/def2-TZVPD" spin_multiplicity=1 homo_ha=-0.4474 charge=+1
C 8.600 -5.078 -4.988 -1.15
C 7.989 -4.103 -6.051 -0.55
C 6.639 -3.522 -5.581 -0.79
C 6.880 -2.454 -4.459 0.20
C 7.297 -1.060 -5.022 -1.54
C 5.726 -2.422 -3.476 0.33
C 5.969 -2.806 -2.181 -0.70
C 4.954 -2.852 -1.225 -0.57
C 3.680 -2.473 -1.599 -0.43
C 3.468 -2.079 -2.900 0.06
O 2.224 -1.694 -3.241 -0.45
N 4.457 -2.072 -3.815 0.40
C 4.093 -1.652 -5.186 -0.30
C 3.112 -2.600 -5.897 -1.11
H 8.654 -6.107 -5.352 0.31
H 9.640 -4.769 -4.801 0.34
H 8.097 -4.998 -4.014 0.31
H 7.901 -4.676 -6.980 0.41
H 8.700 -3.272 -6.167 0.25
H 6.030 -3.115 -6.397 0.28
H 6.076 -4.351 -5.116 0.45
H 7.749 -2.834 -3.905 0.76
H 8.384 -0.987 -5.107 0.38
H 6.914 -0.999 -6.055 0.37
H 6.844 -0.215 -4.491 0.35
H 6.976 -3.088 -1.886 0.46
H 5.229 -3.191 -0.229 0.45
H 2.854 -2.494 -0.894 0.63
H 2.194 -0.717 -3.092 0.34
H 3.598 -0.676 -5.093 0.46
H 4.945 -1.493 -5.841 0.13
H 3.616 -3.419 -6.429 0.28
H 2.580 -2.006 -6.653 0.39
H 2.353 -3.033 -5.240 0.34
C -1.619 0.816 -0.258 -0.91
C -0.324 1.493 -0.679 1.21
C -0.498 2.733 -1.508 -0.29
O 0.729 2.752 -2.276 -0.39
C 1.127 1.484 -2.401 0.72
O 1.997 1.119 -3.154 -0.72
O 0.439 0.659 -1.591 -0.40
H -2.494 1.407 -0.526 0.08
H -1.715 -0.174 -0.703 0.34
H -1.647 0.697 0.825 0.14
H 0.305 1.685 0.193 -0.33
H -0.594 3.629 -0.908 0.25
H -1.333 2.676 -2.203 0.28
C 1.651 2.582 2.953 -1.37
C 0.243 2.869 3.456 0.74
C 0.099 2.871 4.953 -0.82
O -1.276 2.507 5.126 -0.23
C -1.622 1.756 4.058 0.52
O -2.629 1.120 3.978 -0.58
O -0.673 1.815 3.090 -0.25
H 2.374 2.537 3.768 0.44
H 1.693 1.647 2.396 0.29
H 1.984 3.379 2.288 0.30
H -0.133 3.797 3.020 0.29
H 0.297 3.846 5.391 0.35
H 0.715 2.119 5.453 0.33
C -2.386 4.104 9.588 -1.24
C -2.453 5.212 8.552 0.52
C -3.814 5.410 7.937 -0.47
O -3.487 5.948 6.647 -0.36
C -2.262 5.469 6.321 0.65
O -1.774 5.538 5.238 -0.54
O -1.667 4.887 7.390 -0.36
H -3.372 3.700 9.810 0.32
H -1.740 3.290 9.261 0.28
H -1.987 4.483 10.529 0.32
H -2.065 6.148 8.961 0.32
H -4.434 6.103 8.500 0.34
H -4.361 4.476 7.789 0.25
C -2.713 -1.654 7.399 -1.23
C -3.918 -0.877 7.907 0.55
C -4.380 0.231 6.995 -0.25
O -4.997 1.140 7.916 -0.34
C -4.380 0.971 9.115 0.59
O -4.502 1.707 10.041 -0.57
O -3.604 -0.140 9.105 -0.39
H -2.438 -1.359 6.385 0.27
H -1.850 -1.520 8.050 0.33
H -2.938 -2.719 7.363 0.31
H -4.737 -1.559 8.148 0.30
H -5.097 -0.107 6.249 0.29
H -3.560 0.751 6.493 0.11
C 2.430 -6.658 -5.571 -1.25
C 3.575 -7.175 -6.430 0.58
C 3.527 -8.650 -6.737 -0.64
O 4.911 -8.963 -6.930 -0.32
C 5.627 -8.082 -6.185 0.55
O 6.787 -8.176 -5.953 -0.50
O 4.831 -7.073 -5.737 -0.31
H 1.666 -7.417 -5.398 0.42
H 2.785 -6.295 -4.608 0.27
H 1.934 -5.829 -6.079 0.25
H 3.657 -6.584 -7.346 0.28
H 2.952 -8.877 -7.633 0.32
H 3.150 -9.252 -5.907 0.35
C -6.123 5.838 -2.414 -1.32
C -4.741 5.204 -2.405 0.62
C -4.743 3.701 -2.316 -0.19
O -3.476 3.437 -1.684 -0.20
C -3.183 4.519 -0.923 0.55
O -2.319 4.556 -0.098 -0.59
O -4.008 5.550 -1.209 -0.38
H -6.913 5.089 -2.475 0.34
H -6.286 6.450 -1.528 0.32
H -6.237 6.482 -3.286 0.32
H -4.158 5.553 -3.261 0.27
H -4.797 3.222 -3.290 0.36
H -5.525 3.301 -1.682 -0.20
C -6.622 0.354 2.458 -1.31
C -6.729 1.442 1.400 0.68
C -8.128 1.711 0.907 -0.70
O -7.890 2.208 -0.418 -0.31
C -6.731 1.654 -0.843 0.61
O -6.337 1.693 -1.970 -0.57
O -6.075 1.052 0.174 -0.34
H -7.603 0.010 2.788 0.39
H -6.055 -0.501 2.094 0.32
H -6.112 0.738 3.341 0.25
H -6.249 2.359 1.750 0.30
H -8.652 2.450 1.508 0.33
H -8.741 0.810 0.831 0.39



[9]
17
Properties=species:S:1:pos:R:3:mulliken_charge:R:1 method="wB97M-V/def2-TZVPD" spin_multiplicity=1 homo_ha=-0.3209 de_lowest_kcal_mol=50.4 smiles="C/C=C/C(=S)[C@@H]1CN1"
C -3.301 -0.033 -0.021 -1.30
C -1.892 0.446 -0.071 0.13
C -0.722 -0.232 -0.235 -0.48
C 0.528 0.423 -0.256 0.73
S 0.948 2.013 -0.063 -0.33
C 1.693 -0.541 -0.296 -0.46
C 2.802 -0.360 0.674 -0.28
N 3.042 -0.102 -0.703 -0.60
H -3.404 -1.041 -0.236 0.37
H -3.768 0.114 1.003 0.29
H -3.970 0.548 -0.609 0.35
H -1.737 1.528 0.063 0.30
H -0.679 -1.342 -0.326 0.17
H 1.464 -1.587 -0.522 0.33
H 2.774 0.512 1.345 0.23
H 3.279 -1.268 1.070 0.24
H 2.942 0.923 -0.818 0.32



[10]
104
Properties=species:S:1:pos:R:3:lowdin_spin:R:1 method="wB97M-V/def2-TZVPD" spin_multiplicity=2 homo_ha="-0.2692 / -0.2818" de_lowest_kcal_mol=0.0 s_squared=0.755
Ca -0.640 -1.543 0.991 0.06
Cl -5.189 -6.136 -2.834 0.00
C -4.370 -5.128 -1.673 0.00
C -5.105 -4.205 -0.915 0.00
C -4.477 -3.418 0.013 0.00
C -3.069 -3.469 0.230 0.00
O -2.523 -2.737 1.129 0.00
C -2.340 -4.393 -0.585 0.00
C -0.913 -4.582 -0.502 0.00
N -0.052 -3.759 -0.012 0.00
C 1.305 -4.148 0.004 0.00
C 1.895 -5.024 -0.872 0.00
C 3.242 -5.410 -0.720 0.00
C 4.004 -4.913 0.296 0.00
C 3.451 -3.960 1.183 0.00
C 4.187 -3.377 2.239 0.00
C 3.598 -2.448 3.043 0.00
C 2.268 -2.072 2.773 0.00
N 1.551 -2.593 1.808 0.00
C 2.112 -3.552 1.020 0.00
C -3.021 -5.236 -1.488 0.00
H -6.176 -4.135 -1.059 0.00
H -5.043 -2.727 0.625 0.00
H -0.567 -5.539 -0.903 0.00
H 1.327 -5.427 -1.701 0.00
H 3.666 -6.116 -1.424 0.00
H 5.034 -5.221 0.425 0.00
H 5.216 -3.680 2.395 0.00
H 4.130 -1.987 3.864 0.00
H 1.780 -1.316 3.377 0.00
H -2.455 -5.955 -2.069 0.00
Cl -1.326 2.580 1.302 0.02
C -1.530 1.671 2.785 0.00
C -1.148 0.343 2.795 0.02
C -1.376 -0.292 4.004 0.00
Cl -0.959 -1.999 4.090 0.00
C -1.918 0.307 5.138 0.00
Cl -2.153 -0.574 6.602 0.00
C -2.274 1.653 5.068 0.00
Cl -2.944 2.447 6.441 0.00
C -2.084 2.344 3.873 0.00
Cl -2.542 4.009 3.769 0.00
Cl -2.122 -3.824 -4.628 0.00
C -2.214 -2.444 -3.534 0.00
Cl -0.609 -1.986 -2.921 0.00
H -2.826 -2.722 -2.681 0.00
H -2.621 -1.596 -4.071 0.00
C 3.232 1.226 3.449 0.00
Ge 2.692 2.404 1.982 0.06
C 4.257 3.338 1.248 0.03
C 1.495 3.747 2.738 0.00
Ge 1.746 1.047 0.177 0.45
C 3.013 -0.320 -0.450 0.09
C 4.331 -0.345 0.009 0.03
C 5.256 -1.237 -0.518 0.00
C 4.877 -2.127 -1.511 0.02
C 3.562 -2.143 -1.956 0.00
C 2.642 -1.256 -1.418 0.02
C 1.220 2.103 -1.389 0.07
C 1.295 1.595 -2.689 0.03
C 0.842 2.336 -3.772 0.00
C 0.318 3.607 -3.579 0.03
C 0.264 4.141 -2.298 0.00
C 0.706 3.392 -1.217 0.03
H 3.752 1.815 4.207 0.00
H 3.892 0.427 3.112 0.00
H 2.344 0.787 3.906 0.00
H 4.581 4.113 1.944 0.00
H 4.003 3.809 0.297 0.00
H 5.088 2.653 1.079 0.00
H 2.084 4.350 3.432 0.00
H 0.681 3.278 3.287 0.00
H 1.073 4.405 1.980 0.00
H 4.650 0.350 0.777 0.00
H 6.276 -1.231 -0.156 0.00
H 5.599 -2.817 -1.930 0.00
H 3.250 -2.848 -2.715 0.00
H 1.616 -1.291 -1.769 0.00
H 1.718 0.614 -2.868 0.00
H 0.907 1.920 -4.770 0.00
H -0.035 4.186 -4.423 0.00
H -0.124 5.141 -2.141 0.00
H 0.660 3.826 -0.226 0.00
S -5.069 3.238 -1.719 0.00
C -3.950 1.954 -1.215 0.00
C -2.738 1.776 -1.868 0.00
C -1.902 0.764 -1.442 0.00
N -2.203 -0.066 -0.439 0.00
C -3.382 0.092 0.163 0.00
C -4.284 1.086 -0.186 0.00
C -3.917 4.591 -1.790 0.00
C -3.182 4.969 -0.674 0.00
C -2.304 6.032 -0.798 0.00
N -2.140 6.735 -1.919 0.00
C -2.873 6.378 -2.968 0.00
C -3.767 5.315 -2.963 0.00
H -2.432 2.423 -2.679 0.00
H -0.950 0.614 -1.935 0.00
H -3.597 -0.599 0.971 0.00
H -5.216 1.191 0.351 0.00
H -3.278 4.447 0.268 0.00
H -1.709 6.341 0.055 0.00
H -2.732 6.962 -3.872 0.00
H -4.318 5.053 -3.856 0.00



[11]
4
Properties=species:S:1:pos:R:3:mulliken_charge:R:1 method="wB97M-V/def2-TZVPD" spin_multiplicity=1 homo_ha=-0.3633 de_lowest_kcal_mol=7.0 smiles="[H]/N=P/[H]"
H 0.844 -1.279 0.044 0.23
N 0.676 -0.252 0.000 -0.44
P -0.975 -0.138 0.000 0.17
H -0.911 1.180 -0.110 0.04



no.,DFT total energy (Eh)
1,-761.8080
2,-2580.1450
3,-2559.7593
4,-812.8872
5,-761.8693
6,-735.5714
7,-222.4989
8,-3271.3174
9,-686.8825
10,-11058.0845
11,-397.2475